1.
Below is an isolated molecule of C2H2OS2, with properties calculated with the ωB97M-V functional and the def2-TZVPD basis.

Properties
HOMO energy (eV): -9.7
Kohn-Sham gap (Eh): 0.29097
SMILES: O=C(S)C=S
Lowest unoccupied orbital energy (Ha): -0.06632

```
! wB97M-V def2-TZVPD RIJCOSX def2/J DEFGRID3
* xyz 0 1
C -0.57 -0.58 -0.35
C -0.40 -0.06 1.08
H 1.00 0.74 -0.81
H -1.13 -0.73 1.60
O -1.33 -1.52 -0.50
S 0.41 -0.02 -1.77
S 0.63 1.02 1.70
*
```

***

2.
Below is a cluster of 2 separate species, C2H2OS2 in total, with properties calculated with the ωB97M-V functional and the def2-TZVPD basis.

Properties
HOMO energy (eV): -9.4
Kohn-Sham gap (Eh): 0.28360
Lowest unoccupied orbital energy (Ha): -0.06031

```
! wB97M-V def2-TZVPD RIJCOSX def2/J DEFGRID3
* xyz 0 1
C 0.44 0.29 0.00
C -0.68 -0.77 0.20
H 2.68 0.78 0.21
H -0.19 -1.90 1.12
O 0.24 1.50 0.16
S 1.99 -0.40 -0.12
S -2.18 -0.10 -0.12
*
```

***

Pick 1: it beats the second-best structure by 2.082 eV.